14
Properties=species:S:1:pos:R:3:lowdin_charge:R:1 method="wB97M-V/def2-TZVPD" orbital_gap_ev=10.856 total_energy_ev=-8816.836 charge=+1 de_lowest_kj_mol=300.7 homo_energy_ev=-15.81
O -1.681 0.204 0.174 0.0017
C -1.883 -0.127 1.371 -0.2414
O -1.985 -1.401 1.820 0.1155
H -2.293 0.726 2.036 0.1857
H -2.810 -1.489 2.239 0.1014
C 1.503 0.957 -1.617 -0.0382
C 1.161 -0.707 0.050 0.1656
N 0.589 0.142 -0.784 -0.0421
H 2.554 0.592 -1.544 0.0941
H 1.580 1.992 -1.066 0.1430
H 1.122 0.960 -2.695 0.1225
H 2.241 -1.122 0.014 0.1633
H 0.418 -0.871 0.840 0.0854
H -0.516 0.143 -0.837 0.1434

---

112
Properties=species:S:1:pos:R:3:lowdin_charge:R:1 method="wB97M-V/def2-TZVPD" orbital_gap_ev=6.395 total_energy_ev=-167094.604 charge=-2 de_lowest_kj_mol=74.8 homo_energy_ev=-2.88
Ba 0.195 -0.284 -0.459 1.6086
C -3.779 0.712 -2.238 -0.1083
N -3.526 1.930 -1.482 -0.2662
C -4.255 3.036 -2.074 -0.1214
C -3.923 1.781 -0.086 -0.2198
C -3.129 0.754 0.717 -0.2452
N -1.738 1.146 0.834 -0.1387
C -1.168 1.420 2.006 -0.2827
C 0.125 2.041 1.990 -0.1931
F 0.646 2.363 0.773 -0.0029
C 0.863 2.336 3.108 -0.2462
F 2.053 2.946 2.953 0.0799
C 0.416 2.042 4.385 0.0130
C -0.818 1.421 4.446 -0.2471
F -1.303 1.051 5.659 0.0491
C -1.579 1.122 3.341 -0.1685
F -2.735 0.436 3.564 0.0339
H -4.841 0.411 -2.176 0.0916
H -3.171 -0.121 -1.885 0.0205
H -3.534 0.882 -3.286 0.0669
H -5.350 2.886 -2.022 0.0810
H -3.970 3.147 -3.121 0.0686
H -4.013 3.965 -1.552 0.0772
H -5.001 1.518 -0.040 0.1153
H -3.800 2.750 0.410 0.1160
H -3.213 -0.219 0.209 0.0936
H -3.644 0.630 1.670 0.1018
H 1.002 2.257 5.264 0.1209
O 6.910 -2.180 2.869 -0.0741
C 6.744 -1.958 1.651 -0.7003
O 7.508 -2.156 0.688 -0.0563
C 5.339 -1.413 1.276 -0.0979
C 4.451 -1.033 2.276 -0.0092
C 3.205 -0.554 1.923 -0.1744
N 2.797 -0.434 0.655 -0.0223
C 3.658 -0.780 -0.320 -0.1891
C 4.926 -1.275 -0.041 0.0549
C 3.180 -0.572 -1.765 -0.6341
O 3.868 -1.014 -2.673 0.0295
O 2.062 0.063 -1.879 -0.4151
H 4.757 -1.126 3.310 0.1062
H 2.488 -0.240 2.677 0.0671
H 5.588 -1.545 -0.851 0.1207
Cl -2.719 -2.871 -1.977 0.2574
C -1.164 -1.905 -2.528 -0.6896
H -1.570 -1.325 -3.367 -0.1065
H -0.561 -2.692 -3.000 -0.0825
C -3.053 3.760 -6.627 -0.1103
C -2.450 4.611 -5.710 -0.0973
C -1.636 4.100 -4.707 -0.0988
C -1.417 2.731 -4.611 -0.3618
C -2.026 1.883 -5.534 -0.1335
C -2.835 2.391 -6.541 -0.0990
As -0.280 1.887 -3.221 1.3532
C 1.413 2.163 -4.133 -0.3241
C 2.005 1.321 -5.057 -0.0852
C 3.266 1.625 -5.552 -0.0826
C 3.930 2.762 -5.107 -0.0873
C 3.347 3.594 -4.162 -0.0318
C 2.084 3.298 -3.665 -0.1888
C 1.365 4.054 -2.615 -0.1882
C 1.808 5.208 -1.982 -0.0292
C 1.026 5.798 -0.997 -0.0877
C -0.192 5.238 -0.626 -0.0862
C -0.638 4.077 -1.245 -0.1016
C 0.133 3.504 -2.243 -0.3525
H -3.692 4.162 -7.404 0.0910
H -2.618 5.680 -5.774 0.0951
H -1.172 4.771 -3.994 0.0986
H -1.866 0.812 -5.454 0.0951
H -3.303 1.720 -7.250 0.0959
H 1.504 0.409 -5.357 0.1086
H 3.749 0.956 -6.251 0.0987
H 4.925 2.982 -5.473 0.0947
H 3.891 4.457 -3.796 0.0995
H 2.764 5.647 -2.241 0.1003
H 1.381 6.691 -0.497 0.0942
H -0.774 5.690 0.168 0.0985
H -1.556 3.587 -0.939 0.0852
C 2.282 -3.938 4.831 -0.1854
Si 0.980 -2.783 5.519 0.3807
C 0.409 -3.414 7.198 -0.1902
C 1.664 -1.058 5.713 -0.1641
C -0.539 -2.749 4.409 -0.5624
Te -0.069 -2.382 2.349 1.1920
C -1.826 -3.329 1.542 -0.5726
Si -1.447 -5.085 1.020 0.3576
C -0.839 -6.050 2.517 -0.1949
C -0.135 -5.083 -0.309 -0.1769
C -3.019 -5.897 0.391 -0.1888
H 3.228 -3.800 5.361 0.0356
H 2.463 -3.732 3.775 0.0095
H 1.985 -4.985 4.930 0.0269
H 1.233 -3.440 7.916 0.0248
H 0.004 -4.425 7.114 0.0234
H -0.373 -2.768 7.605 0.0258
H 2.554 -1.061 6.346 0.0387
H 0.922 -0.389 6.155 0.0241
H 1.947 -0.645 4.743 0.0118
H -1.255 -1.995 4.741 0.0075
H -1.026 -3.728 4.421 0.0011
H -2.152 -2.747 0.677 -0.0506
H -2.599 -3.246 2.308 0.0179
H 0.067 -5.598 2.931 0.0067
H -0.605 -7.081 2.238 0.0266
H -1.600 -6.080 3.301 0.0259
H 0.829 -4.767 0.094 0.0246
H -0.420 -4.395 -1.110 0.0016
H -0.010 -6.077 -0.744 0.0318
H -3.768 -5.955 1.186 0.0236
H -2.819 -6.913 0.038 0.0241
H -3.433 -5.320 -0.436 -0.0010

---

86
Properties=species:S:1:pos:R:3:lowdin_charge:R:1 method="wB97M-V/def2-TZVPD" orbital_gap_ev=7.296 total_energy_ev=-77066.052 charge=+2 de_lowest_kj_mol=107.2 homo_energy_ev=-13.60
Ta -0.147 0.464 -0.106 1.8901
O -0.576 -1.287 -1.584 -0.2089
C -1.587 -2.270 -1.592 -0.1427
C -2.112 -2.308 -0.204 -0.2592
C -3.038 -3.280 0.148 0.0146
C -3.562 -3.282 1.421 -0.0035
C -3.141 -2.294 2.299 -0.0163
C -2.216 -1.372 1.873 -0.1578
N -1.676 -1.353 0.630 0.0189
H -0.284 -1.090 -2.481 0.1255
H -1.187 -3.242 -1.887 0.1355
H -2.382 -1.999 -2.294 0.1465
H -3.338 -4.018 -0.585 0.1390
H -4.280 -4.032 1.725 0.1321
H -3.522 -2.236 3.309 0.1304
H -1.900 -0.603 2.545 0.0892
O 0.833 0.704 -1.652 -0.3322
C 1.237 1.422 -2.763 -0.2648
C 2.577 1.612 -3.037 -0.0040
C 2.931 2.358 -4.151 -0.0244
C 1.949 2.896 -4.970 -0.0412
C 0.614 2.672 -4.687 -0.0016
C 0.228 1.920 -3.576 -0.0957
C -1.185 1.661 -3.277 -0.2692
N -1.711 1.007 -2.243 0.0542
C -3.081 1.006 -2.475 -0.1170
C -3.368 1.657 -3.625 -0.0347
N -2.159 2.062 -4.120 0.1394
H 3.328 1.177 -2.400 0.0830
H 3.978 2.517 -4.374 0.1238
H 2.222 3.489 -5.833 0.1211
H -0.128 3.101 -5.348 0.1148
H -3.782 0.533 -1.818 0.0842
H -4.297 1.845 -4.135 0.1305
H -2.027 2.587 -4.967 0.1584
C 1.288 -3.411 -0.590 -0.1554
Si 1.521 -2.578 1.068 0.5012
C 0.248 -3.142 2.320 -0.1461
C 3.125 -3.248 1.728 -0.1792
C 1.503 -0.623 0.954 -0.4143
C 1.089 -0.079 2.286 -0.4166
C 1.732 -0.171 3.523 0.0018
C 1.163 0.449 4.614 -0.0011
C -0.031 1.160 4.468 -0.0175
C -0.622 1.196 3.232 -0.1155
N -0.076 0.560 2.176 -0.0855
Si 3.274 -0.021 0.424 0.4716
C 3.670 -0.912 -1.163 -0.1646
C 4.640 -0.375 1.643 -0.1565
C 3.367 1.835 0.282 -0.1833
H 0.387 -4.031 -0.597 0.0346
H 2.133 -4.082 -0.762 0.0536
H 1.246 -2.721 -1.428 0.0172
H 0.748 -3.779 3.054 0.0526
H -0.545 -3.738 1.860 0.0368
H -0.217 -2.334 2.882 0.0182
H 2.944 -4.307 1.937 0.0553
H 3.455 -2.787 2.661 0.0379
H 3.947 -3.195 1.013 0.0311
H 2.656 -0.723 3.613 0.1063
H 1.641 0.385 5.583 0.1286
H -0.491 1.669 5.303 0.1213
H -1.557 1.711 3.068 0.1042
H 3.875 -1.967 -0.963 0.0347
H 4.574 -0.501 -1.623 0.0567
H 2.868 -0.871 -1.901 0.0215
H 4.964 -1.410 1.670 0.0224
H 4.430 -0.054 2.665 0.0356
H 5.491 0.223 1.303 0.0509
H 2.859 2.267 -0.573 -0.0165
H 4.424 2.107 0.214 0.0541
H 2.961 2.309 1.179 0.0387
C -4.825 2.672 1.167 -0.0126
C -4.802 1.365 0.718 -0.0209
C -3.589 0.760 0.457 -0.1679
N -2.395 1.361 0.617 -0.0074
C -2.448 2.629 1.071 -0.1701
C -3.615 3.311 1.352 -0.0112
H -5.761 3.174 1.377 0.1290
H -5.715 0.807 0.560 0.1260
H -3.584 -0.256 0.100 0.0943
H -1.509 3.107 1.261 0.0521
H -3.562 4.327 1.718 0.1277
O -0.765 3.900 -1.295 -0.4367
S 0.289 3.674 -0.337 0.8945
N 0.394 2.329 0.346 -0.4895

---

49
Properties=species:S:1:pos:R:3:lowdin_charge:R:1 method="wB97M-V/def2-TZVPD" orbital_gap_ev="5.877 / 6.095" total_energy_ev=-75596.890 charge=-1 spin_multiplicity=3 de_lowest_kj_mol=101.6 homo_energy_ev="-3.28 / -3.48"
Ni 0.162 -0.236 -0.103 0.5384
C 0.600 -0.229 4.190 -0.0438
C 0.989 -0.209 2.726 -0.4947
O 0.104 0.266 1.934 -0.1278
C 2.210 -0.733 2.350 -0.0564
C 2.547 -0.816 0.953 -0.4028
C 3.044 -2.133 0.419 -0.0641
N 2.402 0.151 0.092 -0.0030
N 2.378 1.443 0.627 0.0556
C 1.403 2.173 0.189 -0.5073
O 0.406 1.772 -0.518 -0.1316
C 1.446 3.625 0.563 -0.1337
C 2.486 4.162 1.320 -0.0393
C 2.490 5.506 1.654 -0.1092
C 1.456 6.338 1.237 -0.1282
C 0.418 5.809 0.484 -0.1091
C 0.413 4.461 0.152 -0.0376
H -0.343 -0.767 4.311 0.0701
H 0.438 0.800 4.522 0.0733
H 1.363 -0.687 4.819 0.0607
H 2.760 -1.326 3.071 0.0818
H 3.929 -2.436 0.987 0.0701
H 3.313 -2.041 -0.633 0.0647
H 2.287 -2.908 0.542 0.0489
H 3.277 3.496 1.638 0.1001
H 3.303 5.910 2.247 0.0888
H 1.461 7.389 1.500 0.0851
H -0.394 6.449 0.157 0.0886
H -0.390 4.024 -0.427 0.1028
N -0.720 -0.354 -4.393 0.0132
C 0.237 -0.483 -3.458 -0.1102
N -0.295 -0.329 -2.277 0.1175
C -1.609 -0.098 -2.538 -0.2874
N -1.918 -0.121 -3.818 0.1189
C -2.533 0.157 -1.433 -0.1742
C -3.904 0.325 -1.565 -0.0757
N -4.679 0.563 -0.512 0.0698
C -4.076 0.632 0.672 -0.1116
C -2.706 0.457 0.822 -0.0555
N -1.951 0.217 -0.238 0.1006
H -0.640 -0.408 -5.393 0.1450
H 1.277 -0.667 -3.666 0.1362
H -4.380 0.269 -2.536 0.1090
H -4.703 0.830 1.533 0.1005
H -2.180 0.505 1.770 0.1098
C -0.246 -2.281 0.080 -0.2114
H -1.305 -2.520 -0.100 -0.0502
H -0.010 -2.643 1.090 -0.0348
H 0.330 -2.899 -0.625 -0.0498

---

47
Properties=species:S:1:pos:R:3:lowdin_charge:R:1 method="wB97M-V/def2-TZVPD" orbital_gap_ev=3.323 total_energy_ev=-322682.133 charge=0 homo_energy_ev=-5.65
C 2.360 -2.255 0.036 -0.2354
C 2.782 -1.016 -0.799 -0.2532
C 1.853 -0.577 -1.969 -0.2906
C 0.911 0.599 -1.662 -0.1165
C -0.328 0.187 -0.911 -0.1808
C -0.921 -1.023 -1.230 0.0363
C -2.041 -1.434 -0.542 -0.1826
C -2.561 -2.798 -0.963 -0.4906
O -3.628 -2.977 -1.514 -0.0047
O -1.728 -3.781 -0.740 0.1644
C -2.627 -0.629 0.446 -0.2629
C -2.020 0.576 0.696 -0.1427
N -0.901 0.927 0.037 0.1258
H 3.186 -2.425 0.741 0.0609
H 2.246 -3.209 -0.565 -0.1288
H 1.461 -2.065 0.625 -0.0273
H 2.942 -0.195 -0.104 0.0706
H 3.716 -1.297 -1.288 0.0921
H 1.288 -1.479 -2.350 -0.1173
H 2.476 -0.259 -2.807 0.1012
H 0.648 1.121 -2.585 0.1200
H 1.425 1.328 -1.021 0.1050
H -0.514 -1.657 -2.006 0.0826
H -0.992 -3.465 -0.178 0.1300
H -3.505 -0.938 0.982 0.0530
H -2.429 1.245 1.432 0.1350
H -0.498 1.824 0.263 0.1695
Cl -0.485 -1.254 2.126 -0.1387
C -6.322 -0.776 -2.158 -1.5774
Br -5.174 -0.618 -0.658 0.8625
Br -7.171 -2.538 -2.098 0.6668
Br -7.596 0.640 -2.392 0.6445
H -5.669 -0.759 -3.022 -0.0322
O 1.768 0.974 1.687 0.0854
C 2.318 1.956 2.082 -0.4744
O 3.365 2.536 1.434 0.0210
C 3.880 3.629 2.208 -0.1604
C 2.737 4.046 3.125 -0.1595
C 2.019 2.719 3.360 -0.0682
H 4.752 3.278 2.766 0.1271
H 4.191 4.428 1.539 0.1221
H 3.074 4.537 4.036 0.1135
H 2.073 4.735 2.599 0.1137
H 2.440 2.168 4.202 0.1349
H 0.948 2.844 3.493 0.1221
Na -5.312 -3.368 -3.895 0.6158
Br 1.561 -3.504 -2.457 -0.0313

---

17
Properties=species:S:1:pos:R:3:lowdin_charge:R:1 method="wB97M-V/def2-TZVPD" orbital_gap_ev=8.458 total_energy_ev=-11370.701 charge=-1 de_lowest_kj_mol=44.8 homo_energy_ev=-4.41
N 2.334 -2.769 -0.100 0.0805
C 1.284 -1.820 -0.062 -0.8549
O 1.044 -1.338 1.074 -0.1115
O 0.733 -1.552 -1.144 -0.0809
H 2.606 -3.123 0.800 0.0532
H 2.332 -3.414 -0.866 0.0506
N 0.499 1.527 0.889 -0.0087
C -0.315 1.622 -0.321 -0.3158
C -2.760 1.201 -0.104 -0.0380
C -1.528 0.740 -0.180 -0.1848
H 1.402 1.962 0.749 0.0461
H 0.707 0.531 1.020 0.0149
H 0.218 1.275 -1.216 0.0993
H -0.679 2.645 -0.474 0.0890
H -3.617 0.549 0.044 0.0338
H -2.978 2.265 -0.119 0.0378
H -1.280 -0.300 0.008 0.0894

---

18
Properties=species:S:1:pos:R:3:lowdin_charge:R:1 method="wB97M-V/def2-TZVPD" orbital_gap_ev="8.101 / 8.845" total_energy_ev=-7884.548 charge=0 de_lowest_kj_mol=577.4 homo_energy_ev="-8.42 / -9.02"
C 0.525 -1.751 0.134 -0.1108
C 0.795 -0.403 -0.216 -0.2270
C -0.714 -0.110 0.057 -0.5305
C 2.028 0.410 0.021 -0.0739
C -1.602 0.333 -1.044 -0.0572
C -0.877 0.589 1.392 -0.0174
N -0.761 -1.620 0.344 0.1475
H 1.094 -2.562 0.254 0.0735
H 0.601 -0.108 -2.194 0.1929
H 1.906 1.410 -0.215 0.0577
H 2.857 0.162 -0.633 0.0817
H 2.341 0.149 0.952 0.0508
H -2.439 0.806 -0.682 0.0465
H -1.986 -0.675 -1.519 0.1393
H -1.158 0.941 -1.693 0.0024
H -0.482 -0.044 2.162 0.0844
H -1.820 0.895 1.493 0.0255
H -0.308 1.578 1.386 0.1145

---

17
Properties=species:S:1:pos:R:3:lowdin_charge:R:1 method="wB97M-V/def2-TZVPD" orbital_gap_ev="6.387 / 6.389" total_energy_ev=-30478.134 charge=-1 de_lowest_kj_mol=405.1 homo_energy_ev="-3.51 / -3.51"
C 0.690 -1.717 -0.367 -0.0444
C 0.503 -2.140 0.924 -0.1142
C 0.500 -0.346 -0.886 -0.3344
C 0.237 0.582 -0.025 -0.6023
C -0.255 -1.423 1.905 -0.7235
C 0.397 -0.143 -2.349 -0.0546
N -0.681 4.235 1.760 -0.3263
O -0.198 1.839 -0.437 -0.4845
O -0.743 -1.979 2.881 -0.0870
P -1.296 2.313 0.726 0.7310
P -0.191 0.390 1.750 0.9423
H 0.794 -2.442 -1.159 0.0924
H 0.710 -3.137 1.304 0.0991
H 0.229 -1.085 -2.780 0.0453
H 1.367 0.237 -2.606 0.0795
H -0.476 0.425 -2.701 0.0906
H -1.587 4.392 2.061 -0.3092

---

83
Properties=species:S:1:pos:R:3:lowdin_charge:R:1 method="wB97M-V/def2-TZVPD" orbital_gap_ev=6.844 total_energy_ev=-94390.290 charge=-1 de_lowest_kj_mol=1154.3 homo_energy_ev=-4.52
C -0.279 0.276 -0.128 -0.0336
C 0.465 -0.473 0.996 -0.6340
O 1.706 -0.230 1.136 -0.0780
O -0.151 -1.089 1.924 -0.1783
H -0.452 -0.459 -0.914 0.1017
H 0.184 1.078 -0.703 0.0357
H -1.276 0.641 0.121 0.0744
C 2.853 3.089 -2.609 -0.1190
C 1.813 2.024 -2.881 -0.5726
O 1.300 1.456 -2.003 -0.0172
N 1.369 1.947 -4.175 0.0303
C 0.487 0.861 -4.674 -0.0416
H 2.529 4.128 -2.654 0.0834
H 3.622 3.024 -3.379 0.0902
H 3.190 2.855 -1.599 -0.0878
H 1.499 2.741 -4.785 0.1318
H 0.520 0.810 -5.762 0.0782
H -0.481 1.222 -4.325 0.0508
H 0.694 -0.108 -4.220 0.0929
C -4.494 -3.160 -0.678 -0.0120
C -2.967 -3.273 -0.665 -0.5761
O -2.222 -3.483 -1.626 0.0111
N -2.596 -3.320 0.604 0.0252
C -1.199 -3.212 1.017 -0.0591
H -4.560 -2.100 -0.921 0.0734
H -4.982 -3.411 0.264 0.0716
H -4.861 -3.672 -1.567 0.0748
H -3.304 -3.284 1.324 0.1265
H -1.019 -4.145 1.551 0.0821
H -0.956 -2.459 1.766 0.0504
H -0.486 -3.164 0.194 0.0432
C -1.735 0.011 2.898 -0.0379
C -1.103 0.319 4.233 -0.5376
O 0.109 0.474 4.191 0.0715
N -1.911 0.388 5.274 -0.0061
C -1.376 0.798 6.519 -0.1044
H -2.747 0.399 2.774 0.0683
H -1.789 -1.007 2.513 0.0720
H -1.265 0.465 2.026 0.0668
H -2.897 0.245 5.108 0.1367
H -2.142 0.962 7.276 0.0784
H -0.995 1.811 6.390 0.0811
H -0.508 0.217 6.832 0.0873
C -2.204 1.114 -1.941 -0.0078
C -2.980 2.356 -1.580 -0.5128
O -2.986 2.776 -0.434 0.0585
N -3.807 2.799 -2.568 -0.0130
C -4.473 4.055 -2.487 -0.1090
H -2.792 0.208 -2.095 0.0987
H -1.359 0.933 -1.277 -0.0070
H -1.792 1.255 -2.940 0.0534
H -4.123 2.251 -3.355 0.1377
H -4.330 4.648 -1.584 0.0852
H -5.559 3.991 -2.547 0.0745
H -4.120 4.642 -3.335 0.0757
C 1.934 -4.489 3.141 -0.0015
C 2.126 -3.444 2.031 -0.5343
O 2.668 -2.356 2.238 0.0537
N 1.446 -3.698 0.904 0.0038
C 1.422 -2.769 -0.212 -0.1057
H 0.909 -4.592 3.499 0.0702
H 2.583 -4.022 3.882 0.0787
H 2.229 -5.434 2.686 0.0664
H 1.340 -4.680 0.692 0.1338
H 0.601 -2.084 -0.005 0.0309
H 0.971 -3.132 -1.135 0.1006
H 2.407 -2.383 -0.473 -0.0154
Cl 1.036 3.887 -0.309 0.6392
C 1.868 2.352 0.089 -0.6413
C 3.087 2.668 0.862 -0.5539
Cl 4.252 3.644 -0.105 0.6204
H 2.143 1.972 -0.895 -0.0335
H 1.131 1.642 0.464 0.0524
H 3.656 1.772 1.110 0.0704
H 2.828 3.154 1.803 0.0813
Cl 5.609 0.807 -2.660 0.4879
C 3.942 0.621 -1.855 -0.6165
C 3.942 -0.323 -0.692 -0.6611
Cl 4.337 -1.901 -1.239 0.6634
H 3.201 0.288 -2.581 0.0745
H 3.581 1.592 -1.517 -0.0251
H 2.953 -0.279 -0.235 0.0501
H 4.738 -0.034 -0.005 0.0823

---

18
Properties=species:S:1:pos:R:3:lowdin_charge:R:1 method="wB97M-V/def2-TZVPD" orbital_gap_ev=8.299 total_energy_ev=-21865.749 charge=0 de_lowest_kj_mol=356.2 homo_energy_ev=-7.79
C 0.554 -0.092 1.885 -0.1086
C 1.305 0.312 0.621 -0.1618
C 1.754 -0.340 -0.505 -0.1407
C 1.017 -1.445 -1.129 -0.0734
C -0.318 -1.374 -0.809 -0.1123
C -0.919 -0.097 -0.326 -0.7554
Cl -2.347 -0.525 0.670 0.6317
N -0.853 1.000 -0.860 -0.0657
N -1.698 2.005 -1.001 0.0144
H 1.078 0.576 2.667 0.1107
H 0.673 -1.138 2.062 0.0739
H -0.496 -0.122 1.959 -0.0263
H 1.667 1.342 0.771 0.1043
H 2.426 0.149 -1.214 0.0979
H 1.611 -2.214 -1.654 0.1080
H -1.119 -2.205 -0.870 0.1143
H -2.527 2.107 -0.299 0.1224
H -1.806 2.061 -1.967 0.0667